1.
# C12H25N5O3

A molecular structure, C12H25N5O3 (wB97M-V/def2-TZVPD, the OMol25 dataset).

```
45
Properties=species:S:1:pos:R:3:forces:R:3
C -0.8055 0.6277 -0.3436 -2.06 -1.57 -1.44
C -0.1733 -0.7825 -0.4981 3.30 2.39 -1.68
C 0.2517 1.5585 -0.7051 3.67 0.47 5.12
C 0.3272 3.0029 -0.5048 -3.32 1.50 -2.64
C 1.6889 3.6743 -0.9179 0.60 -1.99 4.24
C 0.9210 5.9152 -1.2624 -0.14 2.45 4.92
C -0.6455 -3.0601 -0.0326 0.10 -1.44 -3.20
C -1.9909 -3.4470 -0.6224 -0.33 1.97 2.23
C -0.2553 -3.9139 1.1590 2.45 -1.02 -1.62
C -0.9592 -5.2671 1.2431 -0.68 -3.79 0.19
C 1.3685 -3.8272 1.2942 -1.68 -2.28 1.07
C 1.8928 -2.3624 1.3409 -0.19 0.14 3.50
H -1.2953 0.4861 1.7059 0.59 0.03 0.42
H -2.0115 1.7861 0.9270 0.51 -2.68 -0.15
H -1.4705 0.6340 -1.2085 -0.69 -0.06 -0.11
H 1.0366 1.3142 0.0689 0.02 -0.51 -0.55
H 0.7844 1.3614 -1.5401 0.86 -1.43 -3.14
H -0.1248 3.1817 0.4169 0.57 0.65 2.92
H -0.6710 3.3905 -1.0035 2.21 0.33 -0.54
H 1.7166 3.4056 -1.9679 0.54 1.45 -0.34
H 2.6821 2.9918 -0.4081 -3.09 2.22 -1.17
H 0.5667 4.6815 0.7006 3.59 2.29 -3.00
H -0.2206 6.0895 -2.7413 1.62 -1.22 0.43
H 0.2730 7.1271 0.4882 1.79 0.83 -5.10
H 0.1369 7.9075 -1.3178 0.86 -1.45 1.69
H -1.7581 -1.5005 0.6626 2.54 0.39 -1.37
H 0.0731 -3.3232 -0.8683 -0.55 0.97 0.79
H -0.6420 -3.2627 1.8192 -1.09 1.66 3.68
H -2.0480 -5.1886 1.8464 2.89 -0.16 -1.82
H -0.2924 -6.1577 1.9171 -1.92 2.83 -2.12
H -1.2391 -5.6877 -0.1089 1.46 0.35 5.66
H 1.8154 -4.1614 0.3837 -0.02 -1.05 -0.85
H 1.5209 -4.7449 2.1085 0.52 2.98 -1.56
H 3.1280 -2.2948 1.2139 -3.60 -0.06 0.38
H 1.5382 -2.0880 2.7123 1.26 0.08 -4.31
H 1.2476 -1.7721 0.5104 2.88 -1.29 2.68
H -2.8397 -4.7727 -1.5675 3.72 -0.68 1.53
N -1.7366 0.7301 0.8386 0.31 2.97 -1.15
N 1.6561 5.1644 -0.2594 -2.97 -4.48 -0.34
N 0.4828 5.4039 -2.2984 -2.22 1.50 -2.82
N 0.7378 7.2774 -0.6837 -2.43 -1.19 1.85
N -0.7656 -1.6730 0.2213 -3.54 -1.53 2.46
O 0.9282 -0.9982 -1.1274 -3.66 0.63 1.16
O -3.0064 -2.7126 -0.5081 2.53 -3.47 -1.29
O -1.8234 -4.7133 -1.0829 -7.22 2.24 -4.59
```
Forces are in eV/Å.

Calculated values
Gap between HOMO and LUMO in eV: 9.281
LUMO energy in eV: -0.2
Relative energy (zero: lowest compared OMol25 entry of this formula, charge and spin) in kcal/mol: 347.96

What are the Löwdin partial charges on each atom? They are as follows, in elementary charge units: -0.285, -0.429, -0.240, -0.314, -0.188, -0.650, -0.260, -0.428, -0.364, -0.105, -0.253, -0.124, 0.060, 0.123, 0.152, 0.145, 0.091, 0.043, 0.150, 0.081, 0.179, 0.271, 0.097, 0.191, 0.076, 0.197, 0.188, 0.081, 0.114, 0.123, 0.176, 0.072, 0.145, 0.115, 0.160, 0.054, 0.262, 0.053, 0.004, 0.107, -0.004, 0.074, -0.006, 0.078, -0.015

---

2.
# C12H25N5O6P2RuS

A molecular structure, C12H25N5O6P2RuS (wB97M-V/def2-TZVPD, the OMol25 dataset).

```
52
Properties=species:S:1:pos:R:3:forces:R:3
Ru -0.5782 0.4139 -0.5630 0.29 -1.22 -0.17
N -1.0338 -2.3750 3.3954 -1.72 -0.16 1.62
C -1.9093 -1.6944 2.4007 -0.65 -0.07 -0.94
C -3.4339 -1.9519 2.7060 0.66 0.68 -0.25
P -1.4212 0.1523 2.5746 -2.08 -1.11 -0.74
O -2.7692 0.9683 2.2645 0.16 -0.33 0.34
O -0.9600 0.1902 3.9468 0.79 0.46 1.15
O -0.5744 0.5920 1.3903 0.76 0.26 0.32
P -1.3081 -2.3968 0.8043 -1.40 0.59 -0.59
O -2.1165 -3.7233 0.6472 -0.86 0.51 1.40
O 0.1390 -2.6171 0.9641 1.13 0.00 0.05
O -1.8084 -1.3934 -0.2415 0.70 0.45 -0.36
H -0.9238 -1.8079 4.2558 -0.33 -0.09 -0.13
H -0.1334 -2.4870 3.0149 1.86 -0.29 -0.95
H -1.4118 -3.3089 3.5711 0.13 0.04 0.36
H -3.6402 -1.5000 3.6666 -0.26 0.29 0.32
H -3.7231 -3.0036 2.8170 0.39 0.10 -0.41
H -4.0735 -1.4581 1.9409 0.57 -0.47 0.47
H -3.3718 0.9783 3.0184 -0.13 0.10 0.11
H -2.0588 -4.4268 0.0232 0.42 -0.56 -0.91
S -0.4922 0.8655 -2.7430 -0.97 0.81 -0.28
C -1.7693 2.0805 -2.2575 0.46 -0.57 -0.56
C -2.3072 3.1293 -2.9829 0.20 -0.54 0.78
C -3.1735 3.9305 -2.2463 -0.35 -0.37 0.60
C -3.4723 3.6699 -0.8948 1.23 -0.36 -0.18
C -2.7739 2.6732 -0.2098 -0.46 0.63 -1.78
N -2.0230 1.8456 -0.9572 0.67 0.41 0.36
H -2.0298 3.2848 -4.0181 -0.12 0.14 0.12
H -3.6217 4.7912 -2.6925 -0.28 0.35 -0.35
H -4.1251 4.3070 -0.3446 -0.35 0.42 0.19
H -2.7614 2.5662 0.8520 -0.25 -0.32 0.32
C 3.5546 1.4531 -2.2940 1.04 0.99 -0.43
N 2.6658 1.0055 -1.2565 -0.04 -1.45 -0.95
C 2.3647 1.9743 -0.2741 -0.28 1.63 1.90
C 2.3473 -0.3162 -1.0930 0.29 2.29 -0.10
N 1.1171 -0.6090 -0.6721 -0.49 1.50 -0.26
N 3.2483 -1.2282 -1.3330 1.76 0.27 -0.38
C 4.7367 -0.8981 -1.1547 -0.92 -0.45 0.05
C 2.8355 -2.6100 -1.3004 0.09 -0.82 -0.78
H 3.1438 2.3957 -2.6309 -0.12 0.36 -0.21
H 3.5774 0.8243 -3.2031 0.20 -0.05 0.83
H 4.5642 1.7357 -1.8745 -0.77 -0.64 -0.67
H 3.2873 2.5586 0.0205 -0.92 -0.56 -0.47
H 2.0324 1.4760 0.6250 0.05 -0.22 0.43
H 1.5469 2.7127 -0.4621 0.61 -0.39 -0.64
H 1.0320 -1.4467 -0.1569 -0.26 -1.70 0.87
H 5.2337 -1.8095 -0.7994 -0.23 0.31 -0.15
H 4.8017 -0.1199 -0.4052 0.00 -0.05 0.34
H 5.2600 -0.4955 -2.0283 -0.52 -0.50 -0.17
H 1.7834 -2.7340 -1.6752 1.26 -0.03 0.31
H 2.9577 -2.9445 -0.2949 -0.50 -0.47 0.97
H 3.5693 -3.2191 -1.8398 -0.48 0.21 -0.41
```
Forces are in eV/Å.

Calculated values
Gap between HOMO and LUMO (alpha / beta) in eV: 8.800 / 6.473
LUMO energy (alpha / beta) in eV: -6.3 / -8.6
2S+1: 5
Charge: +2
Relative energy (zero: lowest compared OMol25 entry of this formula, charge and spin) in kcal/mol: 0.21
<S²>: 6.02

What are the Löwdin partial charges on each atom? They are as follows, in elementary charge units: 1.401, 0.173, -0.456, -0.041, 0.378, -0.131, -0.225, -0.433, 0.299, -0.055, -0.290, -0.383, 0.160, 0.108, 0.180, 0.080, 0.094, 0.107, 0.107, 0.103, 0.730, -0.614, -0.022, 0.010, 0.014, -0.048, -0.139, 0.131, 0.125, 0.117, 0.098, -0.059, -0.187, -0.082, -0.426, -0.028, -0.076, 0.041, -0.017, 0.094, 0.120, 0.117, 0.130, 0.075, 0.095, 0.002, 0.107, 0.094, 0.093, 0.123, 0.095, 0.111

---

3.
# C12H25NO10

3 unconnected molecules or ions with the total composition C12H25NO10 (wB97M-V/def2-TZVPD, the OMol25 dataset).

```
48
Properties=species:S:1:pos:R:3:forces:R:3
C -1.9803 -2.5492 -1.0074 0.09 0.03 -0.40
C -1.8738 -2.2998 -2.5174 -0.11 -0.77 0.65
O -0.6815 -1.6222 -2.8611 -0.20 0.12 -0.22
C -0.8795 -0.3004 -3.2895 0.73 0.36 0.26
C -1.1926 0.6944 -2.1841 -0.08 0.12 -0.32
O 0.0164 1.3141 -1.7317 0.14 -0.13 -0.25
C -0.0960 1.9234 -0.5044 -1.13 0.65 0.17
N -1.3073 2.7189 -0.3968 0.44 0.17 -0.48
O 1.0270 2.7884 -0.3605 -0.60 -1.14 -0.03
C 1.9445 2.3915 0.5269 -1.88 -1.56 -0.29
O 2.8605 3.0577 0.7425 3.39 2.41 0.91
H -3.0004 -2.7651 -0.7039 -0.17 0.00 0.00
H -1.3802 -3.4194 -0.7708 0.19 -0.07 0.26
H -1.6010 -1.7042 -0.4448 -0.02 0.13 0.15
H -2.7756 -1.8284 -2.9083 0.08 0.39 -0.09
H -1.8192 -3.2876 -2.9692 -0.04 -0.05 -0.35
H -1.6178 -0.2103 -4.0869 -0.32 -0.29 0.03
H 0.0643 0.0295 -3.7190 0.15 -0.05 -0.12
H -1.8349 1.4557 -2.6212 -0.18 0.20 0.15
H -1.7066 0.2480 -1.3384 -0.19 -0.16 0.00
H -0.1490 1.1815 0.2975 0.41 -0.06 0.18
H -1.1555 3.4027 0.3367 -0.15 -0.12 0.22
H -1.3540 3.2786 -1.2474 -0.13 -0.01 0.01
H 1.8369 1.4536 1.0825 -0.80 -0.40 -0.38
C 9.5292 6.0467 1.5669 0.21 0.08 0.06
O 8.3016 5.9870 0.8431 -0.03 -0.01 -0.01
C 7.4973 4.9809 1.2070 -0.09 0.01 -0.07
O 7.7350 4.1670 2.0628 0.03 0.08 -0.05
O 6.3977 5.0396 0.4617 0.13 -0.01 0.05
C 5.4307 4.0148 0.7403 0.13 -0.02 -0.04
H 10.0843 6.8974 1.1802 -0.14 0.02 -0.11
H 9.3433 6.1980 2.6292 -0.01 -0.13 0.01
H 10.1135 5.1412 1.4101 -0.07 -0.05 0.10
H 5.0815 4.0868 1.7668 0.08 -0.05 0.03
H 5.8556 3.0300 0.5499 0.05 0.02 0.13
H 4.5992 4.1740 0.0750 0.07 0.25 -0.15
C -5.1282 -4.0328 3.1406 0.12 0.18 0.15
O -6.0074 -5.1035 2.7947 -0.03 -0.04 -0.04
C -5.9430 -5.4761 1.5153 -0.04 -0.03 0.05
O -5.2288 -4.9943 0.6740 -0.04 -0.01 0.04
O -6.8072 -6.4751 1.3308 0.02 0.04 0.05
C -6.8469 -6.9802 -0.0045 -0.07 -0.15 -0.21
H -5.2776 -3.8293 4.1974 -0.13 -0.14 -0.01
H -4.0904 -4.3194 2.9777 -0.02 0.03 -0.12
H -5.3688 -3.1376 2.5694 0.07 -0.05 -0.09
H -5.8775 -7.3836 -0.2921 0.03 0.12 -0.03
H -7.1557 -6.2024 -0.7009 0.12 0.03 0.00
H -7.5818 -7.7803 -0.0186 -0.02 0.04 0.18
```
Forces are in eV/Å.

Calculated values
Gap between HOMO and LUMO in eV: 10.569
LUMO energy in eV: 0.7

What are the Löwdin partial charges on each atom? They are as follows, in elementary charge units: -0.061, -0.266, -0.129, -0.190, -0.158, -0.040, -0.471, 0.102, 0.076, -0.353, 0.118, 0.072, 0.072, 0.057, 0.117, 0.113, 0.123, 0.132, 0.120, 0.115, 0.153, 0.090, 0.093, 0.157, -0.049, -0.001, -0.622, 0.119, 0.010, -0.049, 0.091, 0.096, 0.096, 0.096, 0.102, 0.069, -0.041, 0.005, -0.621, 0.117, 0.005, -0.041, 0.093, 0.097, 0.097, 0.098, 0.097, 0.093

---

4.
# C12H26AlIO4P

A molecular structure, C12H26AlIO4P (wB97M-V/def2-TZVPD, the OMol25 dataset).

```
45
Properties=species:S:1:pos:R:3:forces:R:3
O -1.1454 1.6015 4.8706 0.22 -0.72 -0.21
C -1.2261 0.3988 4.7419 -0.26 1.04 0.25
O -1.0322 -0.3046 3.6332 0.31 0.05 0.65
C -0.0904 0.2572 2.6975 0.80 0.32 -0.93
C 1.3596 -0.1105 3.0359 0.05 -1.04 -0.75
Al 1.9098 -1.7639 1.9366 -1.09 0.13 1.02
C 2.4668 -3.2845 3.1750 0.80 -0.07 -1.05
C 3.9552 -3.4323 3.1143 -0.66 -0.44 2.14
C 4.6820 -3.2866 4.4460 1.20 2.54 -1.94
O 4.6739 -2.2765 3.2949 0.62 0.29 -0.70
P 3.5290 -1.2915 0.2642 0.83 -0.69 -0.75
O 4.8401 -0.4606 0.8726 -0.53 0.01 0.07
I 2.3190 0.3780 -1.1483 -0.13 0.23 0.17
H -1.5154 -0.2190 5.6031 -0.15 -0.33 -0.27
H -0.1954 1.3326 2.5743 -0.43 0.13 0.45
H -0.3438 -0.1772 1.7357 -0.36 -0.16 -0.02
H 2.0284 0.6827 2.7059 -0.01 0.35 0.33
H 1.5090 -0.3474 4.0879 -0.02 0.35 0.19
H 0.5941 -2.2670 1.1386 0.09 0.06 -0.28
H 2.0749 -4.2576 2.8796 -0.53 0.03 0.17
H 2.2400 -3.0452 4.2095 -0.52 -0.03 0.06
H 4.3601 -4.1707 2.4400 0.29 -0.08 -0.34
H 4.2951 -2.5679 5.1542 -0.63 -1.16 1.04
H 5.7509 -3.4467 4.5183 -0.07 -0.95 0.49
H 4.6215 -0.1553 1.7582 0.18 0.14 0.17
C -1.7621 0.6730 -1.5853 0.09 -0.06 -0.12
C -1.3327 1.6173 -2.7033 -0.09 0.03 0.14
C -2.4160 2.6195 -3.1014 0.07 0.02 -0.07
C -3.6972 1.9986 -3.6602 -0.02 -0.01 0.06
C -3.5004 1.1101 -4.8870 -0.07 0.09 -0.07
C -2.9338 1.8558 -6.0919 0.01 -0.13 0.01
H -2.6110 0.0533 -1.8824 -0.02 0.02 0.02
H -0.9427 0.0049 -1.3212 -0.01 -0.01 0.07
H -2.0415 1.2325 -0.6899 -0.03 -0.01 0.01
H -1.0141 1.0351 -3.5728 0.01 0.03 -0.01
H -0.4528 2.1732 -2.3701 0.03 -0.03 -0.03
H -2.0000 3.3188 -3.8334 -0.03 0.01 -0.01
H -2.6778 3.2228 -2.2263 0.01 -0.01 0.01
H -4.3922 2.8064 -3.9156 -0.01 -0.01 -0.03
H -4.1911 1.4157 -2.8782 0.02 0.00 0.01
H -4.4691 0.6836 -5.1637 0.01 -0.04 0.01
H -2.8534 0.2643 -4.6422 0.00 0.01 0.04
H -3.5883 2.6815 -6.3809 0.03 0.03 0.01
H -2.8414 1.1863 -6.9488 0.01 0.03 -0.03
H -1.9429 2.2616 -5.8852 -0.01 0.02 0.00
```
Forces are in eV/Å.

Calculated values
Gap between HOMO and LUMO in eV: 6.875
LUMO energy in eV: 2.7
Charge: -1

What are the Löwdin partial charges on each atom? They are as follows, in elementary charge units: 0.046, -0.373, -0.031, -0.282, -0.236, 0.124, -0.224, -0.468, -0.022, -0.154, 0.274, -0.509, 0.199, 0.135, 0.106, 0.062, 0.036, 0.047, -0.056, 0.049, 0.051, 0.127, 0.098, 0.084, 0.004, -0.117, -0.279, -0.232, -0.235, -0.273, -0.117, 0.064, 0.029, 0.077, 0.099, 0.086, 0.098, 0.108, 0.105, 0.099, 0.100, 0.099, 0.071, 0.065, 0.065